Version i
# C23H36N4O5SSi2Sn

C23H36N4O5SSi2Sn as an isolated structure (ωB97M-V/def2-TZVPD, OMol25).

Output
Lowest unoccupied orbital energy, eV: 0.04

The geometry in ORCA input format:
```
! wB97M-V def2-TZVPD RIJCOSX def2/J DEFGRID3
* xyz 0 1
Sn 0.092 -0.220 0.011
O -3.531 -2.738 0.524
C -2.413 -2.266 0.999
O -2.106 -1.067 0.923
C -1.518 -3.354 1.583
C -2.011 -4.676 1.689
C -1.301 -5.648 2.429
C -0.030 -5.393 2.953
C 0.471 -4.106 2.787
C -0.260 -3.060 2.137
S 0.730 -1.490 1.997
H -3.020 -4.938 1.410
H -1.668 -6.634 2.400
H 0.545 -6.175 3.398
H 1.454 -3.912 3.239
N -3.474 4.878 1.362
C -2.242 4.089 1.374
C -1.809 3.690 -0.016
C -0.573 2.785 0.028
N -0.900 1.509 0.799
C 0.569 3.557 0.681
C 0.188 4.015 2.165
N 0.072 2.896 2.993
C -1.148 4.778 2.044
H -4.246 4.311 1.034
H -3.480 5.685 0.684
H -4.050 -2.037 0.069
H -2.437 3.191 1.931
H -1.604 4.644 -0.465
H -2.664 3.241 -0.508
H -0.305 2.374 -0.974
H -1.915 1.458 0.692
H -0.608 1.609 1.763
H 0.719 4.481 0.165
H 1.502 2.963 0.744
H 1.019 4.658 2.540
H -0.708 3.003 3.605
H 0.967 2.572 3.317
H -0.940 5.750 1.533
H -1.495 5.061 3.090
C 2.600 1.912 -1.822
Si 2.386 0.372 -0.716
C 3.650 0.684 0.719
C 2.850 -1.274 -1.613
C 4.204 -1.597 -1.659
C 4.603 -2.793 -2.351
C 3.627 -3.586 -2.964
C 2.246 -3.239 -2.875
C 1.851 -2.084 -2.138
Si 0.079 -1.644 -2.148
C -0.893 -3.175 -2.162
C -0.355 -0.562 -3.598
H 3.399 1.929 -2.498
H 2.694 2.749 -1.137
H 1.746 2.010 -2.532
H 4.705 0.619 0.427
H 3.565 0.144 1.662
H 3.416 1.683 0.981
H 5.036 -1.067 -1.200
H 5.626 -3.095 -2.506
H 3.991 -4.384 -3.595
H 1.535 -3.934 -3.335
H -0.668 -3.760 -3.110
H -1.969 -2.998 -2.102
H -0.490 -3.871 -1.441
H 0.240 -0.840 -4.537
H -0.141 0.548 -3.444
H -1.434 -0.534 -3.757
O -2.548 1.100 -1.457
N -3.511 0.560 -0.915
O -3.939 -0.459 -1.422
O -3.975 1.102 0.110
*
```



Version ii
# C23H36N4O5SSi2Sn

C23H36N4O5SSi2Sn as an isolated structure (ωB97M-V/def2-TZVPD, OMol25).

Output
Lowest unoccupied orbital energy, eV: -0.52

The geometry in ORCA input format:
```
! wB97M-V def2-TZVPD RIJCOSX def2/J DEFGRID3
* xyz 0 1
Sn 0.029 -0.339 -0.542
O -1.085 0.589 3.503
C -1.450 -0.161 2.460
O -0.622 -0.832 1.874
C -2.899 -0.136 2.136
C -3.781 -0.223 3.213
C -5.142 -0.262 3.022
C -5.629 -0.197 1.719
C -4.767 -0.097 0.642
C -3.372 -0.055 0.820
S -2.442 0.303 -0.641
H -3.360 -0.285 4.203
H -5.815 -0.377 3.853
H -6.686 -0.233 1.536
H -5.176 -0.046 -0.365
N -2.438 2.893 2.577
C -1.284 2.942 1.676
C -1.412 3.803 0.436
C -0.165 3.703 -0.462
N -0.155 2.407 -1.199
C 1.121 3.904 0.324
C 1.206 3.111 1.634
N 1.309 1.662 1.407
C -0.047 3.353 2.460
H -3.279 2.600 2.070
H -2.613 3.813 2.974
H -1.698 1.375 3.498
H -1.137 1.935 1.311
H -1.544 4.845 0.740
H -2.294 3.493 -0.135
H -0.213 4.530 -1.178
H 0.614 2.407 -1.868
H -0.971 2.368 -1.802
H 1.183 4.966 0.593
H 1.984 3.668 -0.305
H 2.066 3.495 2.191
H 1.260 1.155 2.285
H 2.184 1.440 0.941
H -0.125 4.426 2.698
H 0.032 2.803 3.407
C 3.143 0.075 -3.040
Si 2.682 -0.523 -1.341
C 3.928 0.172 -0.143
C 2.814 -2.414 -1.290
C 4.135 -2.885 -1.449
C 4.454 -4.231 -1.425
C 3.438 -5.167 -1.252
C 2.129 -4.725 -1.119
C 1.770 -3.363 -1.118
Si -0.090 -2.972 -1.020
C -0.882 -4.016 0.301
C -0.756 -3.476 -2.688
H 4.236 0.007 -3.086
H 2.850 1.110 -3.266
H 2.722 -0.583 -3.806
H 4.920 -0.189 -0.422
H 3.733 -0.166 0.879
H 3.951 1.274 -0.150
H 4.955 -2.186 -1.578
H 5.476 -4.553 -1.537
H 3.659 -6.230 -1.235
H 1.334 -5.465 -1.005
H -0.810 -5.083 0.079
H -1.948 -3.767 0.361
H -0.429 -3.835 1.280
H -0.409 -4.500 -2.869
H -0.342 -2.861 -3.497
H -1.855 -3.467 -2.747
O -0.695 0.893 -3.875
N -0.063 -0.164 -3.926
O 0.205 -0.789 -4.948
O 0.356 -0.668 -2.773
*
```



Result of the stability comparison: version i is the least stable of them.



Version i
# C3H12NO2S

A 3-piece molecular cluster, C3H12NO2S overall (ωB97M-V/def2-TZVPD, OMol25).

Output
Lowest unoccupied orbital energy, eV: 3.53

The geometry in ORCA input format:
```
! wB97M-V def2-TZVPD RIJCOSX def2/J DEFGRID3
* xyz -1 1
C -0.274 -1.761 0.996
N -1.277 -0.705 1.035
C -0.613 0.699 1.392
C 0.280 1.075 0.334
S -0.037 2.678 -0.236
H -0.858 -2.724 0.940
H 0.334 -1.936 1.970
H 0.489 -1.382 0.380
H -1.799 -0.559 0.226
H -1.402 1.526 1.675
H -0.112 0.607 2.303
H 0.396 0.370 -0.560
H 1.372 1.248 0.573
H -1.423 0.831 -1.167
H -0.695 -0.270 -1.848
O -1.463 0.108 -1.870
H 2.127 -0.594 -2.257
H 2.303 0.678 -1.614
O 2.652 0.111 -2.274
*
```



Version ii
# C3H12NO2S

A 3-piece molecular cluster, C3H12NO2S overall (ωB97M-V/def2-TZVPD, OMol25).

Output
Lowest unoccupied orbital energy, eV: 3.81

The geometry in ORCA input format:
```
! wB97M-V def2-TZVPD RIJCOSX def2/J DEFGRID3
* xyz -1 1
C -1.669 0.690 -1.750
N -0.955 1.207 -0.524
C -1.474 0.565 0.693
C -1.172 -0.955 0.763
S 0.644 -1.149 1.217
H -1.610 1.403 -2.573
H -2.690 0.535 -1.416
H -1.179 -0.217 -2.106
H 0.000 0.882 -0.656
H -0.871 0.938 1.512
H -2.528 0.793 0.867
H -1.364 -1.477 -0.167
H -1.662 -1.437 1.607
H 0.618 2.775 0.347
H 1.605 2.140 1.234
O 1.523 2.893 0.626
H 2.042 -1.546 -1.225
H 1.320 -2.761 -1.388
O 1.933 -2.235 -1.876
*
```



Result of the stability comparison: version i is the least stable of them.



Version i
# C4H15NO2

A 3-piece molecular cluster, C4H15NO2 overall (ωB97M-V/def2-TZVPD, OMol25).

Output
SMILES string: CC[C@H](C)N.O.O
Lowest unoccupied orbital energy, eV: 0.50

The geometry in ORCA input format:
```
! wB97M-V def2-TZVPD RIJCOSX def2/J DEFGRID3
* xyz 0 1
C 1.353 -1.123 -0.207
C 0.990 -0.094 -1.279
C 1.227 1.394 -0.902
C 1.511 1.655 0.578
N 1.821 -0.312 -2.491
H 1.202 -2.126 -0.579
H 2.427 -1.002 -0.008
H 0.756 -1.138 0.709
H -0.045 -0.308 -1.557
H 1.994 1.859 -1.515
H 0.293 1.907 -1.208
H 0.861 1.071 1.224
H 2.572 1.643 0.849
H 1.303 2.719 0.764
H 1.736 -1.256 -2.845
H 1.659 0.335 -3.242
H -2.675 -1.260 1.522
H -1.614 -2.110 0.966
O -2.557 -2.144 1.160
H -2.947 1.643 2.528
H -4.166 0.681 2.662
O -3.258 0.748 2.348
*
```



Version ii
# C4H15NO2

A 3-piece molecular cluster, C4H15NO2 overall (ωB97M-V/def2-TZVPD, OMol25).

Output
SMILES string: CC[C@H](C)N.O.O
Lowest unoccupied orbital energy, eV: 0.64

The geometry in ORCA input format:
```
! wB97M-V def2-TZVPD RIJCOSX def2/J DEFGRID3
* xyz 0 1
C -0.472 -1.129 1.761
C -0.693 -0.425 0.425
C 0.092 0.950 0.346
C -0.775 2.174 0.153
N -0.537 -1.314 -0.696
H -1.316 -1.726 2.121
H 0.240 -1.963 1.759
H -0.252 -0.424 2.560
H -1.718 -0.029 0.467
H 0.646 0.978 1.292
H 0.923 0.927 -0.361
H -1.796 1.924 -0.161
H -0.932 2.860 0.995
H -0.390 2.873 -0.594
H 0.374 -1.720 -0.875
H -0.765 -0.773 -1.526
H 2.000 -0.581 1.009
H 3.281 -1.516 1.302
O 2.883 -0.683 1.395
H -0.259 -0.872 -3.468
H 0.001 0.621 -3.903
O -0.535 -0.152 -4.001
*
```



Result of the stability comparison: version ii is the least stable of them.



Version i
# C5H11N2OS2

An isolated ion of composition C5H11N2OS2 and charge +1 (ωB97M-V/def2-TZVPD, OMol25).

Output
Lowest unoccupied orbital energy (spin up / spin down), eV: -4.35 / -4.15

The geometry in ORCA input format:
```
! wB97M-V def2-TZVPD RIJCOSX def2/J DEFGRID3
* xyz 1 1
C 1.450 1.213 0.074
C -0.046 1.237 -0.012
C 2.027 -0.046 0.699
C -0.013 -1.209 -0.163
C -0.499 0.079 -0.909
N -1.932 -0.024 -0.961
N 1.536 -1.215 -0.113
O -5.513 -0.075 0.907
S -2.839 -0.066 0.383
S -4.669 0.173 -0.254
H 1.893 1.291 -0.985
H 1.656 2.065 0.632
H -0.334 1.024 0.981
H -0.372 2.292 -0.340
H 3.071 -0.152 0.672
H 1.548 -0.284 1.657
H -0.561 -1.103 0.806
H -0.209 -2.192 -0.538
H -0.101 0.034 -1.864
H 1.890 -1.072 -1.033
H 2.018 -1.970 0.360
*
```



Version ii
# C5H11N2OS2

A 2-piece molecular cluster, C5H11N2OS2 overall (ωB97M-V/def2-TZVPD, OMol25).

Output
Lowest unoccupied orbital energy (spin up / spin down), eV: -4.59 / -4.59

The geometry in ORCA input format:
```
! wB97M-V def2-TZVPD RIJCOSX def2/J DEFGRID3
* xyz 1 1
C -0.966 -0.359 1.186
C -1.088 -1.192 -0.020
C -1.680 0.992 1.019
C -0.528 1.013 -1.074
C -0.709 -0.411 -1.301
N 3.160 -0.600 -0.052
N -1.060 1.697 -0.138
O 1.376 1.116 -0.028
S 4.622 -1.366 -0.163
S 2.837 0.910 0.104
H -1.456 -1.001 2.011
H 0.143 -0.200 1.286
H -0.423 -2.082 0.101
H -2.186 -1.396 -0.175
H -2.798 0.806 0.945
H -1.371 1.752 1.824
H 4.173 -2.533 -0.048
H -0.031 1.702 -1.738
H -1.426 -0.653 -2.086
H -0.874 2.637 -0.106
H 0.286 -0.833 -1.546
*
```



Result of the stability comparison: version i is the least stable of them.



Version i
# C3H2ClF

A 2-piece molecular cluster, C3H2ClF overall (ωB97M-V/def2-TZVPD, OMol25).

Output
Lowest unoccupied orbital energy, eV: -0.86

The geometry in ORCA input format:
```
! wB97M-V def2-TZVPD RIJCOSX def2/J DEFGRID3
* xyz 0 1
C -1.708 0.846 1.068
C -0.687 0.413 0.533
C 1.122 -0.294 -0.695
F 2.124 -0.138 0.157
Cl 0.716 -1.996 -1.051
H -2.574 0.826 1.636
H 1.006 0.343 -1.647
*
```



Version ii
# C3H2ClF

C3H2ClF in the gas phase (ωB97M-V/def2-TZVPD, OMol25).

Output
Lowest unoccupied orbital energy, eV: -1.14

The geometry in ORCA input format:
```
! wB97M-V def2-TZVPD RIJCOSX def2/J DEFGRID3
* xyz 0 1
C 0.598 1.504 -0.150
C -1.706 -0.624 -0.138
C -0.256 0.144 -0.278
F -0.289 2.489 0.072
Cl -2.943 0.470 -0.033
H -0.307 0.042 -1.325
H 0.507 -0.593 -0.127
*
```



Version iii
# C3H2ClF

C3H2ClF in the gas phase (ωB97M-V/def2-TZVPD, OMol25).

Output
SMILES string: FC1=C(Cl)C1
Lowest unoccupied orbital energy, eV: 0.71

The geometry in ORCA input format:
```
! wB97M-V def2-TZVPD RIJCOSX def2/J DEFGRID3
* xyz 0 1
C 0.171 -0.931 -0.006
C 0.745 0.257 -0.131
C -0.710 0.371 -0.018
F 0.189 -2.268 0.000
Cl 2.153 1.148 0.014
H -1.534 0.549 -0.819
H -1.014 0.875 0.961
*
```



Result of the stability comparison: version ii is the least stable of them.



Version i
# CH6N2

A 2-piece molecular cluster, CH6N2 overall (ωB97M-V/def2-TZVPD, OMol25).

Output
Lowest unoccupied orbital energy (spin up / spin down), eV: 0.32 / 0.46

The geometry in ORCA input format:
```
! wB97M-V def2-TZVPD RIJCOSX def2/J DEFGRID3
* xyz 0 1
C 1.041 -0.071 -0.366
N -1.380 -0.271 -0.122
N -0.317 0.565 -0.267
H 1.326 -0.833 0.464
H 1.141 -0.299 -1.439
H 1.840 0.795 -0.187
H -2.142 0.220 0.132
H -1.408 -1.175 0.409
H -0.101 1.070 1.377
*
```



Version ii
# CH6N2

A 2-piece molecular cluster, CH6N2 overall (ωB97M-V/def2-TZVPD, OMol25).

Output
SMILES string: [H]/N=N\[H].C
Lowest unoccupied orbital energy, eV: 0.87

The geometry in ORCA input format:
```
! wB97M-V def2-TZVPD RIJCOSX def2/J DEFGRID3
* xyz 0 1
C 2.400 -0.035 0.014
H 1.844 0.885 -0.183
H 3.052 0.073 0.877
H 3.004 -0.318 -0.847
H 1.689 -0.839 0.236
H -1.958 1.216 0.307
H -2.550 -0.684 0.372
N -1.209 0.575 -0.072
N -1.573 -0.593 -0.049
*
```



Result of the stability comparison: version i is the least stable of them.